(1)
DFT (ωB97M-V/def2-TZVPD) results for C11H13ClN2O4 as an isolated structure in a non-equilibrium geometry.

Each line ends with the Löwdin charge.
Geometry (Å):
C (-2.7779, -0.8596, -1.7230)  -0.136
H (-3.1349, 0.1230, -1.7800)  0.073
O (-1.8285, -0.9955, -0.7291)  -0.161
C (-2.5930, -1.1846, 0.5096)  -0.281
C (-3.1863, 0.0043, 0.9114)  -0.183
H (-4.2342, 0.2986, 0.6554)  0.102
H (-3.4675, -0.0720, 2.3019)  0.208
C (-2.3200, 1.4119, 0.6875)  -0.071
N (-0.9486, 1.0798, 0.7409)  0.091
C (-0.0372, 1.3262, -0.1981)  -0.384
O (-0.4415, 2.3145, -1.0767)  -0.050
C (1.1741, 0.8253, -0.1998)  -0.059
C (2.4418, 1.3271, -0.3094)  -0.094
C (3.7034, 1.0184, -0.0997)  -0.588
C (3.7721, -0.4737, -0.1341)  -0.037
C (2.5599, -1.2728, 0.1683)  -0.045
C (1.4187, -0.8193, 0.0612)  0.056
H (0.4530, -1.3167, 0.1035)  0.104
H (2.8519, -2.2049, 0.0495)  0.075
N (5.0196, -1.1012, 0.1927)  -0.490
O (5.9609, -0.5512, 0.4085)  0.135
O (4.9403, -2.2147, -0.1164)  0.108
Cl (5.0551, 2.0584, -0.2223)  0.776
H (2.2637, 2.6260, -0.1504)  0.209
H (-0.5722, 0.6046, 1.3169)  0.015
H (-2.4311, 2.1901, 1.5433)  0.168
H (-2.4661, 1.6287, -0.1843)  -0.002
H (-1.8590, -1.3746, 1.1997)  0.081
H (-3.5492, -1.9206, 0.6031)  0.184
H (-2.1601, -0.9672, -2.6174)  0.105
H (-3.6070, -1.5086, -1.9127)  0.091

Force components x, y, z for each atom (eV/Å):
C 1.915 0.368 -3.404
H -0.792 1.696 0.138
O -2.371 -2.172 2.167
C -0.795 -2.735 -1.831
C -3.245 7.443 6.052
H 0.870 -0.698 -0.528
H 1.128 0.000 -4.042
C 0.955 -4.160 11.238
N -2.469 5.823 -8.661
C -9.163 9.720 -4.600
O 2.542 -4.526 2.889
C 9.234 -9.704 0.918
C -5.963 10.041 1.043
C 2.946 -7.083 -1.134
C -1.960 5.233 3.490
C 8.570 2.089 -1.580
C -10.041 7.481 -0.941
H 0.439 -0.516 0.001
H 0.532 -4.843 0.476
N -6.943 -0.627 -3.556
O 8.394 5.606 3.219
O 0.401 -7.647 -0.813
Cl -0.603 0.175 0.141
H 0.779 -3.410 -1.151
H 4.868 -8.092 10.476
H -0.872 -1.127 -1.927
H -2.110 3.586 -9.408
H 1.672 -1.392 1.697
H 2.802 0.526 -0.997
H -0.274 0.109 -0.435
H -0.446 -1.161 1.061

Summary:
- E_LUMO (Ha) = -0.0578
- relative energy (zero: lowest compared OMol25 entry of this formula, charge and spin) (kcal/mol) = 333.39
- DFT total energy (eV) = -35296.0746
- multiplicity = 1
- HOMO-LUMO gap (eV) = 7.7
- highest occupied orbital energy (eV) = -9.2678
- net charge = 0
- largest force on an atom (eV/A) = 14.128

---

(2)
DFT (ωB97M-V/def2-TZVPD) results for a 2-piece molecular cluster, C11H13ClSi overall in a non-equilibrium geometry.

Each line ends with the Löwdin charge.
Geometry (Å):
C (-2.7322, -0.9837, -3.3056)  -0.097
C (-3.3262, -1.3228, -2.1036)  -0.099
C (-1.3572, -0.8594, -3.4101)  -0.054
C (-2.5219, -1.5417, -0.9871)  -0.106
C (-0.5387, -1.0885, -2.3042)  -0.302
C (-1.1696, -1.4275, -1.1319)  0.080
C (0.2511, -1.1749, 2.1963)  -0.092
C (2.2403, 3.9662, 3.3383)  -0.098
C (0.8581, -0.3226, 3.0385)  -0.344
C (2.0723, 2.6776, 3.6829)  -0.349
C (0.9541, -0.9761, -2.3910)  -0.049
Si (1.1064, 1.4643, 2.6954)  0.336
Cl (0.3450, 2.1304, 0.9504)  0.322
H (-3.3489, -0.8119, -4.1767)  0.101
H (-4.3999, -1.4139, -2.0241)  0.101
H (-0.9079, -0.5802, -4.3543)  0.110
H (-2.9667, -1.7959, -0.0342)  0.099
H (0.1090, -2.2127, 2.4459)  0.051
H (-0.1182, -0.8723, 1.2280)  0.002
H (2.8175, 4.6494, 3.9357)  0.046
H (1.8011, 4.3694, 2.4398)  0.028
H (1.2051, -0.6998, 3.9937)  0.045
H (2.5309, 2.3224, 4.5977)  0.044
H (1.2638, -0.6484, -3.3798)  0.073
H (1.3232, -0.2651, -1.6509)  0.072
H (1.4153, -1.9406, -2.1783)  0.082

Force components x, y, z for each atom (eV/Å):
C -0.218 0.035 -0.199
C 0.113 0.016 0.018
C -0.009 -0.053 0.186
C -0.155 -0.162 0.511
C 0.456 0.027 0.012
C -0.370 0.141 -0.506
C 0.072 0.164 0.046
C -0.131 -0.283 -0.085
C 0.121 0.621 -0.259
C -0.312 -0.361 -0.535
C 0.072 0.000 0.109
Si 0.277 -0.321 1.070
Cl -0.117 0.146 -0.452
H -0.035 0.024 -0.046
H -0.056 -0.005 0.018
H 0.058 -0.007 -0.035
H -0.051 -0.029 0.054
H -0.004 -0.206 0.131
H -0.050 0.119 -0.129
H 0.128 0.100 0.209
H -0.060 0.067 -0.165
H 0.072 0.043 0.080
H 0.004 -0.109 0.081
H 0.058 0.018 -0.056
H 0.059 0.011 -0.029
H 0.077 0.004 -0.029

Summary:
- E_LUMO (spin up / spin down) (Ha) = -0.0104 / -0.0148
- relative energy (zero: lowest compared OMol25 entry of this formula, charge and spin) (kcal/mol) = 95.39
- DFT total energy (eV) = -32014.2086
- multiplicity = 1
- HOMO-LUMO gap (spin up / spin down) (eV) = 8.9 / 5.7
- highest occupied orbital energy (spin up / spin down) (eV) = -9.1630 / -6.1462
- net charge = 0
- largest force on an atom (eV/A) = 1.150

---

(3)
DFT (ωB97M-V/def2-TZVPD) results for C11H13FeN4O5 as an isolated structure in a non-equilibrium geometry.

Each line ends with the Löwdin charge.
Geometry (Å):
O (-1.0309, -4.3706, -0.4835)  0.125
C (-0.9580, -3.2341, -0.2854)  0.062
Fe (0.2380, -0.3813, -0.0864)  0.202
O (1.2681, -2.4071, -1.8998)  0.158
C (0.5929, -1.8227, -1.1440)  -0.222
C (1.0329, 1.0793, -0.5848)  -0.127
O (1.7406, 1.9331, -0.9689)  0.152
C (-1.4235, 0.2620, 0.5634)  -0.424
O (-1.6375, 1.3077, 1.1262)  -0.008
C (-0.9787, -0.0580, -1.3548)  -0.240
O (-1.5787, 0.1716, -2.3326)  0.170
H (-1.8568, -0.6905, 0.9755)  0.103
C (2.5664, -0.7872, 1.5228)  -0.134
N (1.2074, -0.2388, 1.7695)  -0.140
C (1.3787, 1.0921, 2.4746)  -0.080
N (2.1783, 0.9525, 3.7470)  -0.005
C (3.4807, 0.3499, 3.4456)  -0.140
N (3.3635, -0.9408, 2.7679)  -0.032
C (2.6376, -1.8335, 3.7085)  -0.115
N (1.3042, -1.3097, 4.0121)  0.066
C (0.5199, -1.1677, 2.7862)  -0.073
C (1.4828, -0.0022, 4.6508)  -0.115
H (3.1400, -0.1120, 0.8538)  0.154
H (2.4421, -1.7994, 1.0397)  0.149
H (0.3622, 1.4992, 2.6923)  0.147
H (1.9229, 1.8082, 1.8203)  0.147
H (4.0668, 0.2137, 4.3709)  0.148
H (4.0544, 1.0302, 2.7885)  0.158
H (2.5276, -2.8423, 3.2459)  0.158
H (3.2007, -1.9589, 4.6504)  0.152
H (-0.4528, -0.7373, 3.0626)  0.147
H (0.4290, -2.1571, 2.3035)  0.143
H (2.0526, -0.1497, 5.5863)  0.152
H (0.4776, 0.3953, 4.9330)  0.163

Force components x, y, z for each atom (eV/Å):
O 0.338 3.784 0.584
C -1.408 -4.896 -0.094
Fe -0.921 -0.254 1.517
O -2.854 0.842 1.925
C 5.458 -0.603 -2.972
C 5.026 3.649 -2.969
O -2.610 -2.044 1.423
C -1.666 -3.199 0.288
O 0.300 2.537 0.466
C -3.174 1.338 -1.378
O 1.421 -0.629 1.664
H -0.156 0.125 -0.705
C 0.776 -1.131 -0.041
N 0.686 -0.405 1.728
C -0.230 0.559 0.522
N -1.029 -1.657 -1.197
C 0.907 0.542 -0.226
N -1.608 0.073 0.210
C 0.709 -2.392 0.086
N 1.809 2.149 -2.092
C -0.448 -0.263 -0.410
C -1.476 0.910 2.192
H -0.548 -0.414 0.250
H 0.330 1.071 0.461
H 0.794 -0.293 -0.157
H -0.406 -0.593 0.296
H -0.372 0.100 -0.318
H -0.308 -0.197 0.262
H 0.090 0.733 0.244
H -0.193 0.239 -0.499
H 0.219 -0.150 -0.406
H -0.124 0.457 0.266
H -0.113 0.190 -0.567
H 0.782 -0.177 -0.351

Summary:
- E_LUMO (spin up / spin down) (Ha) = -0.1277 / -0.3183
- expectation value of S² = 6.05
- DFT total energy (eV) = -62187.5338
- multiplicity = 5
- HOMO-LUMO gap (spin up / spin down) (eV) = 5.4 / 3.1
- highest occupied orbital energy (spin up / spin down) (eV) = -8.8488 / -11.7741
- net charge = +1
- largest force on an atom (eV/A) = 6.884

---

(4)
DFT (ωB97M-V/def2-TZVPD) results for one molecule with the formula C11H13N in a non-equilibrium geometry.

Each line ends with the Löwdin charge.
Geometry (Å):
N (0.8879, 1.9088, -1.1814)  0.058
C (1.5261, 0.8244, -0.3880)  -0.329
C (1.3824, -0.5529, -1.1401)  -0.092
C (0.9088, -1.4751, -0.0129)  -0.278
C (1.6320, -1.0216, 1.2064)  -0.082
C (1.0670, 0.4919, 1.0738)  -0.147
C (-0.4231, 0.2588, 0.7346)  -0.207
C (-1.4518, 1.2092, 0.8612)  0.015
C (-2.7333, 0.5800, 0.3811)  -0.079
C (-2.7763, -0.5520, -0.4411)  -0.114
C (-1.6233, -1.3336, -0.6021)  -0.016
C (-0.4706, -0.8927, 0.0232)  -0.216
H (-0.1164, 1.7570, -1.4047)  0.085
H (0.7824, 2.6024, -0.4776)  0.046
H (2.5333, 1.0506, -0.2677)  0.106
H (2.4628, -0.7731, -1.4161)  0.137
H (0.6829, -0.6055, -1.9223)  0.099
H (1.0483, -2.5558, -0.2845)  0.161
H (1.2367, -1.4844, 2.2353)  0.154
H (2.7645, -1.0395, 1.2924)  0.130
H (1.3369, 1.2720, 1.7916)  0.139
H (-1.3354, 2.1670, 1.3603)  0.101
H (-3.7117, 1.2147, 0.3850)  0.116
H (-3.8197, -0.7962, -0.6495)  0.098
H (-1.7905, -2.2546, -1.1567)  0.114

Force components x, y, z for each atom (eV/Å):
N -0.367 -0.551 0.763
C -1.790 -0.985 -1.311
C 3.981 0.428 1.607
C 0.420 -1.929 -1.864
C -0.560 1.749 3.605
C -1.020 -0.875 -1.187
C 0.973 3.325 2.260
C -2.390 -4.050 -1.126
C 0.522 3.930 -0.441
C -0.086 0.893 2.150
C -1.251 0.062 -0.122
C -1.295 -2.843 0.301
H 0.970 -0.698 0.116
H 0.114 1.576 0.350
H 1.970 0.654 -0.391
H -1.430 -0.213 -0.387
H -0.384 0.353 -1.334
H -0.566 0.911 0.317
H 0.688 0.830 -2.304
H -1.370 -0.153 -0.734
H -0.153 -0.358 0.043
H -0.269 -0.273 -0.058
H 1.874 -1.188 0.410
H 0.625 -0.599 -0.730
H 0.793 0.004 0.068

Summary:
- E_LUMO (Ha) = 0.0361
- relative energy (zero: lowest compared OMol25 entry of this formula, charge and spin) (kcal/mol) = 48.16
- DFT total energy (eV) = -13106.0555
- multiplicity = 1
- HOMO-LUMO gap (eV) = 9.8
- highest occupied orbital energy (eV) = -8.8133
- net charge = 0
- largest force on an atom (eV/A) = 4.835

---

Look up the net charge of the third one. +1

---

DFT total energy of number 1 (C11H13ClN2O4)? -35296.0746 eV